# C4H6INO

A 2-piece molecular cluster, C4H6INO overall in a non-equilibrium geometry (ωB97M-V/def2-TZVPD, OMol25).

Last columns: bonded neighbours and bond lengths (Å).
Element x y z (Å)
1 C 0.305 -1.394 0.786  C2 1.287, H7 1.087, H8 1.077
2 C 0.544 -0.302 0.148  C1 1.287, C3 1.488, C4 1.434
3 C 1.823 0.112 -0.489  C2 1.488, H9 1.006, H10 1.114, H11 1.218
4 C -0.472 0.693 -0.032  C2 1.434, N5 1.181
5 N -0.752 1.791 -0.365  C4 1.181, O6 1.160
6 O -1.177 2.787 -0.780  N5 1.160
7 H 0.804 -2.360 0.776  C1 1.087
8 H -0.685 -1.481 1.200  C1 1.077
9 H 1.586 0.607 -1.331  C3 1.006
10 H 2.646 -0.618 -0.666  C3 1.114
11 H 2.328 0.952 0.233  C3 1.218
12 I -3.865 -1.048 0.176  H13 1.533
13 H -3.086 0.262 0.342  I12 1.533

Computed properties:
Maximum force = 5.0 eV/A
Charge = 0
Structure (SMILES) = C=C(C)C#[N+][O-].I
Calculated total energy = -583.54925 hartree
LUMO = 0.54 eV

***

# C4H6INO

A 2-piece molecular cluster, C4H6INO overall in a non-equilibrium geometry (ωB97M-V/def2-TZVPD, OMol25).

Last columns: bonded neighbours and bond lengths (Å).
Element x y z (Å)
1 C -0.563 0.922 -0.353  C4 1.462, O6 1.160
2 C -1.898 -0.879 -0.023  N5 1.234, I7 2.134
3 C 1.761 0.262 0.589  C4 1.570, H8 1.122, H9 1.075, H10 1.157
4 C 0.879 0.841 -0.574  C1 1.462, C3 1.570, H11 1.034, H12 1.178
5 N -1.488 -2.030 -0.194  C2 1.234, H13 0.994
6 O -1.321 1.800 -0.413  C1 1.160
7 I -3.699 0.056 0.638  C2 2.134
8 H 1.283 -0.744 0.721  C3 1.122
9 H 1.754 0.595 1.611  C3 1.075
10 H 2.824 0.357 0.142  C3 1.157
11 H 1.324 1.712 -0.909  C4 1.034
12 H 0.976 0.001 -1.395  C4 1.178
13 H -1.831 -2.894 0.159  N5 0.994

Computed properties:
Maximum force = 4.0 eV/A
Charge = 0
Calculated total energy = -583.57527 hartree
LUMO = 0.19 eV

***

# C4H6INO

A 2-piece molecular cluster, C4H6INO overall in a non-equilibrium geometry (ωB97M-V/def2-TZVPD, OMol25).

Last columns: bonded neighbours and bond lengths (Å).
Element x y z (Å)
1 C -1.656 1.362 -0.022  C2 1.346, H8 1.031, H9 1.076
2 C -0.583 0.750 0.514  C1 1.346, C3 1.366, H10 1.166
3 C 0.612 0.482 -0.091  C2 1.366, N5 1.310, O6 1.321
4 C 2.168 -1.466 0.031  N5 1.448, H11 1.109, H12 1.061, H13 1.132
5 N 1.764 -0.083 0.176  C3 1.310, C4 1.448, O6 1.485
6 O 1.533 0.835 -0.969  C3 1.321, N5 1.485
7 I -5.326 0.009 -0.831  no bonds
8 H -2.494 1.472 0.570  C1 1.031
9 H -1.690 2.003 -0.886  C1 1.076
10 H -0.879 0.119 1.449  C2 1.166
11 H 1.632 -1.858 -0.857  C4 1.109
12 H 3.193 -1.723 -0.064  C4 1.061
13 H 1.725 -1.900 0.978  C4 1.132

Computed properties:
Maximum force = 4.4 eV/A
Charge = 0
Calculated total energy = -583.47381 hartree
LUMO (spin up / spin down) = -0.22 / -3.06 eV

***

# C4H6INO

A 2-piece molecular cluster, C4H6INO overall in a non-equilibrium geometry (ωB97M-V/def2-TZVPD, OMol25).

Last columns: bonded neighbours and bond lengths (Å).
Element x y z (Å)
1 C -1.039 -1.530 0.271  C3 1.295, H8 1.106, H9 1.116
2 C -2.802 -0.196 -1.125  N5 1.165, H10 1.044
3 C 0.004 -1.066 -0.340  C1 1.295, C4 1.495, I7 2.181
4 C 0.660 0.277 -0.289  C3 1.495, H11 1.090, H12 1.087, H13 1.096
5 N -3.506 -0.832 -0.450  C2 1.165, O6 1.179
6 O -4.363 -1.336 0.184  N5 1.179
7 I 0.832 -2.339 -1.905  C3 2.181
8 H -1.424 -0.885 1.082  C1 1.106
9 H -1.305 -2.610 0.186  C1 1.116
10 H -1.862 -0.012 -1.540  C2 1.044
11 H 0.102 0.973 -0.917  C4 1.090
12 H 1.648 0.105 -0.708  C4 1.087
13 H 0.728 0.909 0.603  C4 1.096

Computed properties:
Maximum force = 3.1 eV/A
2S+1 = 3
Charge = 0
Calculated total energy = -583.38757 hartree
<S²> = 2.011
LUMO (spin up / spin down) = 0.62 / -3.47 eV

***

# C4H6INS

One molecule with the formula C4H6INS in a non-equilibrium geometry (ωB97M-V/def2-TZVPD, OMol25).

Last columns: bonded neighbours and bond lengths (Å).
Element x y z (Å)
1 C -1.065 0.967 2.021  N5 1.184, I7 2.035
2 C -0.059 -1.036 0.788  C3 1.610, N5 1.457, H8 1.078, H9 1.091
3 C 0.839 -0.448 -0.411  C2 1.610, C4 1.541, S6 1.835, H10 1.063
4 C 0.072 0.634 -1.195  C3 1.541, H11 1.165, H12 1.105, H13 1.025
5 N -0.496 -0.035 1.752  C1 1.184, C2 1.457
6 S 0.744 -1.995 -1.392  C3 1.835
7 I -1.125 2.962 1.621  C1 2.035
8 H -0.829 -1.588 0.274  C2 1.078
9 H 0.567 -1.655 1.434  C2 1.091
10 H 1.889 -0.321 -0.304  C3 1.063
11 H -0.866 0.181 -1.719  C4 1.165
12 H 0.574 0.852 -2.155  C4 1.105
13 H -0.246 1.483 -0.715  C4 1.025

Computed properties:
Maximum force = 4.2 eV/A
Charge = 0
Calculated total energy = -906.46532 hartree
LUMO (spin up / spin down) = -2.65 / -2.65 eV

***

# C4H6INS

One molecule with the formula C4H6INS in a non-equilibrium geometry (ωB97M-V/def2-TZVPD, OMol25).

Last columns: bonded neighbours and bond lengths (Å).
Element x y z (Å)
1 C -0.127 2.112 -0.321  N5 1.387, S6 1.882, H8 1.093, H9 1.097
2 C 1.119 0.204 0.317  C3 1.351, N5 1.276, H10 1.110
3 C 0.417 -0.792 0.899  C2 1.351, C4 1.442
4 C 0.000 -2.119 0.519  C3 1.442, H11 1.090, H12 1.094, H13 1.097
5 N 1.047 1.415 -0.079  C1 1.387, C2 1.276
6 S -1.789 1.276 -0.039  C1 1.882, I7 2.375
7 I -2.051 -0.037 -2.001  S6 2.375
8 H -0.145 2.497 -1.344  C1 1.093
9 H -0.213 2.958 0.373  C1 1.097
10 H 2.153 -0.144 0.526  C2 1.110
11 H -0.243 -2.746 1.377  C4 1.090
12 H 0.731 -2.616 -0.125  C4 1.094
13 H -0.898 -2.009 -0.101  C4 1.097

Computed properties:
Maximum force = 1.3 eV/A
Charge = 0
Calculated total energy = -906.50250 hartree
LUMO = -0.55 eV